Record 1
The molecule C19H18N8O in a non-equilibrium geometry. Source: the OMol25 dataset; level of theory: the ωB97M-V functional and the def2-TZVPD basis.

## Properties
E ... -33960.2749 eV
Frontier orbital gap ... 7.9449 eV
LUMO ... 0.001 Eh
ΔE to the lowest compared entry with this formula, charge and spin ... 61.47 kcal/mol

Each line ends with the Mulliken charge.
Geometry (Å):
C1 -2.2698 5.3783 1.8937  -1.186
C2 -1.9851 3.8872 1.8330  0.486
N1 -2.8352 2.9436 1.5917  -0.659
C3 -2.2278 1.6898 1.8868  0.301
C4 -2.9093 0.3987 1.7141  0.687
C5 -2.3385 -0.6010 2.5994  -0.394
C6 -2.9443 -1.9099 2.4604  -0.609
C7 -3.9072 -2.1148 1.4194  -0.331
C8 -4.4009 -1.1362 0.5960  -0.620
C9 -3.8990 0.1534 0.6831  -0.342
C10 -0.8624 1.9370 1.9948  0.092
C11 0.1772 1.0635 1.9142  0.064
C12 1.1862 1.1543 2.8259  -0.815
C13 2.3336 0.4676 2.5362  -0.650
N2 2.5083 -0.4648 1.5109  -0.711
C14 1.3928 -0.6299 0.7413  0.049
N3 1.6394 -1.5609 -0.2916  -0.112
C15 1.2660 -1.3138 -1.6046  0.517
O1 0.6094 -0.3791 -1.9550  -0.566
C16 1.8220 -2.2580 -2.6999  -0.456
C17 3.1117 -1.6155 -3.2076  -0.953
N4 3.7822 -2.1880 -4.2745  0.474
C18 3.5244 -1.9559 -5.6399  0.101
N5 4.1225 -2.9409 -6.3016  -0.328
N6 4.5135 -3.7945 -5.2692  -0.388
N7 4.3825 -3.3907 -4.1154  -0.281
C19 0.2583 0.1209 0.8654  0.146
N8 -0.7196 3.3020 2.0299  -0.101
H1 -1.5018 5.8418 1.2969  0.341
H2 -3.1940 5.6094 1.3392  0.322
H3 -2.3069 5.9311 2.8434  0.276
H4 -1.5657 -0.4238 3.4189  0.281
H5 -2.6918 -2.6692 3.2054  0.376
H6 -4.1100 -3.2390 1.3376  0.258
H7 -5.1030 -1.5271 -0.0983  0.415
H8 -4.2646 1.0336 0.0940  0.388
H9 1.1875 1.9414 3.4638  0.705
H10 3.1433 0.5577 3.2184  0.449
H11 2.4449 -2.0374 -0.1659  0.311
H12 1.9643 -3.2824 -2.2299  0.280
H13 1.0989 -2.3281 -3.5841  0.285
H14 2.8892 -0.5812 -3.3053  0.480
H15 3.8292 -1.6262 -2.4364  0.340
H16 3.0866 -1.0491 -6.1405  0.361
H17 -0.4357 -0.0788 0.0170  0.463
H18 0.1987 3.6849 1.9888  0.256

Atomic forces in eV per Å
C -0.0323 -0.1981 -1.1527
C 1.1187 -0.3112 0.1937
N -1.1030 -1.2061 1.7656
C 0.2992 2.4713 -2.5348
C 1.2271 -0.5282 0.4512
C -2.4819 -1.6575 -0.8478
C 0.3262 2.5422 -0.5245
C 1.9065 -2.8943 2.4973
C 0.6668 -0.2080 0.0657
C 0.8514 1.0529 1.7653
C -5.2774 2.0317 0.1303
C 1.8325 -3.0429 -1.4790
C 1.2159 -1.4387 -2.5935
C 0.7674 -2.7567 -1.2738
N -1.8487 1.8714 1.8471
C 2.8396 0.2236 0.7661
N -3.5306 1.9547 -1.1313
C 0.7483 -1.0721 -0.7328
O -1.0132 1.1287 -0.0413
C -0.7186 -1.4344 0.1885
C -0.7275 0.4042 2.3253
N -1.6021 1.1376 -2.9548
C 1.8409 -0.7590 0.6145
N -1.3736 0.3560 2.4050
N 2.2974 -2.6936 -3.5406
N -1.4282 2.0044 -0.0742
C -0.8349 -0.2699 -0.7726
N -0.7959 0.1992 0.2220
H 0.4954 0.5040 -0.1546
H 0.1973 -0.4271 0.3909
H 0.0856 -0.8772 0.0394
H -1.2940 0.1018 -1.4254
H -0.0484 -0.0667 -0.6463
H -0.5382 1.9052 -0.2905
H -0.6408 0.5204 -0.8469
H 0.4486 -1.0881 0.5581
H -0.0038 1.8607 2.4332
H 0.9289 0.0719 0.1666
H 2.9883 -2.0393 0.5571
H 0.0674 1.0386 -0.9080
H 0.6924 0.1103 1.5228
H -0.0348 0.9863 -0.9250
H 0.8332 -0.0377 1.4272
H 0.4532 -1.1069 1.1278
H -0.0410 0.8550 1.3063
H 0.2405 0.7813 0.0834

Record 2
A cluster of 3 separate species, C19H19BIN5O in total in a non-equilibrium geometry. Source: the OMol25 dataset; level of theory: the ωB97M-V functional and the def2-TZVPD basis.

## Properties
E ... -38276.2005 eV
Frontier orbital gap ... 7.0616 eV
LUMO ... -0.053 Eh

Each line ends with the Mulliken charge.
Geometry (Å):
C1 5.1419 -2.7477 -1.2706  -0.847
C2 3.5334 -3.1000 -1.2461  0.659
C3 2.4243 -1.8582 -1.3412  -0.338
C4 0.7753 -2.1101 -1.3232  0.102
N1 -0.0908 -0.8844 -1.3935  -0.238
C5 -1.5310 -1.3153 -1.3597  -0.382
C6 -2.0880 -2.8426 -1.2853  0.433
B1 -3.7299 -3.1494 -1.2987  0.366
N2 -4.6515 -2.9476 -0.0982  -0.635
O1 -4.2525 -3.6979 -2.5994  -0.566
N3 -1.1806 -4.0367 -1.1960  -0.503
C7 0.2717 -3.6513 -1.2050  0.418
C8 1.3751 -4.8951 -1.1228  -0.393
C9 3.0004 -4.6768 -1.1252  -0.617
I1 4.2999 -6.4341 -0.9698  0.080
H1 5.8083 -3.7339 -1.2974  0.286
H2 5.3820 -2.0945 -2.2307  0.262
H3 5.3808 -2.1240 -0.3003  0.242
H4 2.8976 -0.7651 -1.4128  0.342
H5 -2.3479 -0.4478 -1.4156  0.242
H6 -5.6271 -2.9254 -0.5143  0.244
H7 -4.6619 -3.8363 0.4844  0.296
H8 -4.9901 -3.0698 -2.8603  0.306
H9 0.9575 -6.0048 -1.0382  0.243
C10 2.7739 1.1695 2.1150  -0.548
C11 2.8783 2.5298 2.3850  -0.306
C12 2.2735 3.4200 1.5120  -0.320
N4 1.5899 3.0435 0.4092  -0.512
C13 1.5071 1.7163 0.1722  -0.163
C14 2.0746 0.7505 0.9878  -0.098
H10 3.2337 0.4417 2.7772  0.386
H11 3.4172 2.8886 3.2546  0.380
H12 2.3240 4.4916 1.6813  0.354
H13 0.9545 1.4398 -0.7214  0.494
H14 1.9747 -0.3024 0.7498  0.348
C15 -2.5294 3.5598 1.2684  -0.253
C16 -1.6318 4.5241 0.8224  -0.103
C17 -2.0247 5.8524 0.8589  -0.387
N5 -3.2327 6.2668 1.2997  -0.549
C18 -4.0835 5.3076 1.7246  -0.197
C19 -3.7806 3.9555 1.7301  -0.400
H15 -2.2565 2.5086 1.2561  0.429
H16 -0.6497 4.2482 0.4556  0.381
H17 -1.3586 6.6425 0.5246  0.367
H18 -5.0485 5.6662 2.0718  0.339
H19 -4.5024 3.2286 2.0849  0.355

Atomic forces in eV per Å
C -0.7668 -0.0505 -0.0741
C -3.3103 0.5157 -0.1190
C 0.5760 -3.8289 0.2819
C 1.6448 -0.4614 0.1581
N -3.4671 -6.5304 0.3898
C 2.1946 -1.1780 -0.0369
C 3.8998 -0.3172 0.4105
B -0.4118 -1.1727 -0.9432
N -0.2279 -1.4815 -2.1710
O 0.0963 3.1440 2.4193
N 1.4375 6.2032 -0.4270
C 0.4488 0.1187 -0.1903
C 2.3678 2.1087 -0.0036
C -4.9770 3.5836 -0.3199
I -1.1439 1.6850 -0.1582
H -1.6457 2.1872 0.1061
H -0.5390 -1.3997 2.1002
H -0.3681 -1.2879 -2.0031
H -1.3910 -2.6548 0.1122
H 2.1377 -2.0224 0.1620
H 1.3150 -0.1103 0.8172
H 0.3440 1.5730 -0.6448
H 0.8918 -1.4233 0.2649
H 0.9177 2.7612 -0.2190
C -0.0037 0.0046 -0.0193
C -0.0255 -0.2338 -0.0764
C -0.4694 -0.1434 -0.7447
N 0.4554 -0.6118 0.6971
C -0.0701 0.8992 -0.0841
C 0.1494 0.0925 0.2863
H -0.0565 0.0768 -0.0673
H -0.0587 -0.0067 -0.0840
H 0.0175 -0.0740 0.0323
H 0.0480 -0.0760 0.1195
H -0.0417 0.1258 0.0398
C -0.0198 0.0353 0.0007
C -0.1140 -0.1757 0.0491
C -0.8670 0.3540 0.3115
N 0.2356 -0.9612 0.0007
C 0.5049 0.7402 -0.2716
C 0.2501 -0.0553 -0.1006
H -0.0020 0.1061 0.0031
H -0.0405 0.0095 0.0242
H -0.0192 -0.0860 0.0071
H 0.0624 -0.0619 -0.0127
H 0.0417 0.0804 -0.0225